Molecular formula: C77H145N12O19
Method: DFT, the ωB97M-V functional and the def2-TZVPD basis

## Properties
Total charge ... +7
Spin multiplicity ... 1
HOMO energy ... -19.06 eV
Kohn-Sham gap ... 5.40 eV

Last column: Mulliken charge in e.
Atoms and positions in Å:
C -26.065414 -13.747176 13.749798  -1.50
C -25.624877 -14.885945 14.690275  0.02
C -25.560981 -16.205773 13.936293  -0.92
N -25.318790 -17.425418 14.793561  0.29
C -25.437945 -18.600321 13.849122  -0.51
C -24.362964 -18.642359 12.789881  -0.88
C -22.940757 -18.603261 13.355922  -0.75
C -22.834657 -17.350435 14.220512  -0.23
C -23.919418 -17.290690 15.289795  -1.14
C -26.306777 -17.574168 15.817303  -0.98
H -25.452778 -13.635216 12.865640  0.37
H -26.149123 -12.768245 14.223679  0.41
H -27.082274 -13.965964 13.455438  0.41
H -26.186853 -14.944215 15.637116  0.31
H -24.617660 -14.635166 15.048062  0.05
H -24.883060 -16.144538 13.092243  0.40
H -26.573246 -16.273940 13.561146  0.52
H -26.420635 -18.529191 13.415024  0.48
H -25.303838 -19.469353 14.509799  0.41
H -24.347320 -17.823173 12.081771  0.35
H -24.583833 -19.482224 12.152188  0.54
H -22.210415 -18.650921 12.547537  0.47
H -22.730168 -19.423420 14.070819  0.27
H -22.837185 -16.438562 13.628239  0.34
H -21.874641 -17.377950 14.739388  0.13
H -23.825568 -16.371130 15.832363  0.50
H -23.766870 -18.171090 15.908211  0.53
H -26.116398 -16.840842 16.599579  0.40
H -26.174438 -18.566228 16.255705  0.40
H -27.325811 -17.409232 15.476500  0.30
C -17.394082 -27.401222 14.006985  -1.36
C -17.065902 -26.787493 15.426829  -0.38
C -16.439246 -25.358908 15.264938  -0.72
N -16.124818 -24.626253 16.474831  0.47
C -15.338772 -23.388296 16.075125  -0.71
C -16.248947 -22.375878 15.328303  -1.09
C -17.470600 -21.959142 16.231835  0.84
C -18.240771 -23.259450 16.497819  -1.23
C -17.386327 -24.291613 17.207181  -0.65
C -15.255874 -25.462132 17.335114  -1.20
H -16.505971 -27.393772 13.369619  0.37
H -18.131327 -26.749740 13.525182  0.35
H -17.843266 -28.405100 14.005881  0.39
H -16.451480 -27.463871 16.001670  0.41
H -18.026222 -26.750015 15.951937  0.29
H -17.088880 -24.699936 14.731915  0.35
H -15.474134 -25.429680 14.732880  0.48
H -14.568893 -23.755129 15.397968  0.49
H -14.861870 -22.939492 16.932889  0.35
H -16.608804 -22.799392 14.400361  0.46
H -15.674490 -21.480722 15.137607  0.57
H -18.156514 -21.228901 15.802782  0.42
H -17.061369 -21.479228 17.152642  -0.68
H -18.807311 -23.670226 15.649734  0.41
H -19.071539 -23.053393 17.173888  0.55
H -17.851135 -25.283148 17.269485  0.48
H -17.126857 -23.947845 18.201510  0.22
H -14.569328 -25.782209 16.585410  0.52
H -15.773213 -26.300382 17.783766  0.40
H -14.714709 -24.921525 18.110246  0.27
C -20.931882 -25.454859 26.235053  -1.31
C -20.861790 -26.521441 25.099988  -0.41
C -19.820093 -26.019581 24.050800  -0.22
N -19.420404 -26.849223 22.957453  1.26
C -18.601693 -27.978175 23.461892  -0.82
C -18.133968 -28.906468 22.405974  -0.56
C -19.321971 -29.506437 21.619741  -0.84
C -20.260727 -28.379233 21.152098  -0.76
C -20.587252 -27.386305 22.296533  -0.60
C -18.583653 -26.044559 22.029571  -1.04
H -20.013886 -25.362501 26.805675  0.38
H -21.760066 -25.780988 26.859348  0.43
H -21.080964 -24.441858 25.854000  0.20
H -21.834387 -26.790773 24.683340  0.50
H -20.513345 -27.472301 25.537424  0.36
H -18.899158 -25.804483 24.651011  0.14
H -20.112020 -25.071825 23.576170  -0.44
H -19.114916 -28.473962 24.283374  0.43
H -17.764261 -27.550467 24.040485  0.42
H -17.643246 -29.729795 22.922824  0.46
H -17.421284 -28.465859 21.705960  0.17
H -19.885246 -30.113961 22.344637  0.34
H -18.942233 -30.167691 20.865011  0.42
H -21.271782 -28.771244 20.988620  0.48
H -19.978965 -27.908979 20.201350  0.28
H -21.143127 -27.998458 22.991276  0.55
H -21.187187 -26.532278 21.940017  0.28
H -19.228574 -25.197716 21.762858  0.11
H -18.227175 -26.587171 21.159125  0.46
H -17.781443 -25.689958 22.690097  0.24
C -17.321490 -21.989224 20.908212  -0.62
C -18.374625 -20.914903 21.062109  0.93
C -18.151948 -19.767372 20.093736  0.52
N -19.007045 -18.563682 20.190524  1.29
C -18.577794 -17.554197 19.200738  -0.13
C -18.831460 -17.931764 17.782089  0.82
C -20.257248 -18.329403 17.583662  -0.73
C -20.693929 -19.423040 18.592245  -1.02
C -20.440457 -18.982938 20.028784  -1.35
C -18.843656 -17.961877 21.571246  -0.23
H -17.458137 -22.745913 21.713158  0.39
H -16.290854 -21.624661 20.894004  -0.03
H -17.322907 -22.534858 19.970187  -0.36
H -18.347699 -20.507600 22.082176  -0.67
H -19.360208 -21.377258 20.985338  0.03
H -18.243479 -20.120023 19.069495  -0.20
H -17.114130 -19.453894 20.161611  -0.37
H -17.520130 -17.329044 19.334788  0.07
H -19.086630 -16.604831 19.373892  -0.03
H -18.150372 -18.714920 17.459469  -0.51
H -18.736783 -17.051953 17.148475  -0.13
H -20.369748 -18.686946 16.558745  0.71
H -20.966344 -17.506656 17.780313  0.04
H -20.153145 -20.341914 18.358168  -0.01
H -21.745002 -19.625515 18.405303  0.75
H -20.765570 -19.760770 20.708320  0.64
H -21.040222 -18.094136 20.109055  0.80
H -17.786138 -17.730914 21.538978  -0.30
H -19.150756 -18.636239 22.354427  0.19
H -19.479994 -17.094321 21.547168  0.26
C -20.308723 -12.591073 21.250837  -1.62
C -20.185094 -13.921208 21.816428  0.21
O -20.609576 -14.905420 21.241449  0.02
N -19.600811 -14.080742 23.050577  -0.01
H -18.419623 -14.591466 22.778574  0.41
H -19.362146 -13.154577 23.443363  0.39
C -20.393603 -14.851295 24.084009  -0.82
H -19.401774 -11.991711 21.255573  0.39
H -21.023546 -12.115656 21.911658  0.49
H -20.699290 -12.737362 20.262563  0.23
H -20.567714 -15.814619 23.649215  0.16
H -21.307238 -14.346373 24.407929  0.33
H -19.775940 -15.036611 24.963490  0.38
C -25.182148 -18.996446 20.340877  -1.11
C -24.650833 -17.672923 19.966604  0.56
O -24.348465 -17.332506 18.804487  -0.35
N -24.415425 -16.665807 21.039202  -0.40
H -25.106049 -16.754508 21.798351  0.45
H -23.416523 -17.193669 21.986013  0.34
C -24.203931 -15.234243 20.677192  -0.89
H -26.155108 -18.815495 20.821014  0.45
H -24.416991 -19.616762 20.833460  0.14
H -25.298028 -19.504999 19.387251  0.30
H -24.330003 -14.630545 21.569289  0.37
H -24.777261 -14.834566 19.875005  0.38
H -23.150132 -15.139590 20.424415  0.11
C -13.753170 -27.533723 23.419116  -1.19
C -13.835187 -26.523842 22.346255  0.62
O -14.416073 -26.533181 21.324266  -0.28
N -13.052264 -25.117845 22.614846  -0.22
H -13.509594 -24.711834 23.446470  0.39
H -12.087183 -25.328139 22.887803  0.42
C -13.167818 -24.108909 21.403889  -0.98
H -12.744153 -27.813726 23.729314  0.44
H -14.303052 -28.385805 23.032948  0.32
H -14.221214 -27.147383 24.342813  0.36
H -14.225485 -23.994389 21.344518  0.34
H -12.734616 -24.676275 20.602871  0.39
H -12.629605 -23.206127 21.631432  0.42
C -20.466102 -13.753446 16.919892  -0.92
C -20.690206 -13.621091 15.470401  0.19
O -21.718821 -13.908471 14.852896  -0.49
N -19.459492 -13.261343 14.648866  0.06
H -19.815641 -12.756004 13.834449  0.44
H -18.852623 -12.680541 15.233714  0.40
C -18.609193 -14.443357 14.200072  -0.83
H -21.388111 -14.193557 17.269308  0.33
H -20.223104 -12.730656 17.245987  0.47
H -19.630019 -14.397571 17.173452  0.37
H -18.405952 -15.082487 15.034000  0.10
H -17.694409 -14.091704 13.752578  0.35
H -19.275801 -14.997305 13.554463  0.45
C -12.113834 -18.327545 20.860596  -0.66
N -13.354397 -18.649340 21.708154  0.32
C -13.568093 -19.888136 22.169732  -0.93
C -14.618501 -20.107737 23.041261  -0.53
C -15.392732 -19.052030 23.516538  1.26
C -15.182492 -17.788996 23.010256  -0.68
C -14.101619 -17.625086 22.166543  -0.86
C -16.506926 -19.427760 24.441251  1.37
C -16.822459 -20.745667 24.836653  -0.91
C -17.987969 -20.924895 25.559823  -0.75
N -18.836963 -19.947803 25.799538  0.24
C -18.488980 -18.672237 25.517555  -0.77
C -17.353017 -18.410477 24.794514  -0.40
C -20.152146 -20.235807 26.530129  -0.64
H -11.744121 -19.245234 20.422799  0.27
H -11.284696 -17.926490 21.446007  0.36
H -12.328609 -17.546759 20.131576  0.21
H -12.964776 -20.670947 21.741861  0.86
H -14.766508 -21.129419 23.332501  0.11
H -15.782792 -16.921615 23.185085  0.42
H -13.771493 -16.648707 21.799752  0.47
H -16.147400 -21.591425 24.689307  0.57
H -18.322313 -21.876815 25.915871  0.58
H -19.211924 -17.930430 25.827176  0.46
H -17.199137 -17.382119 24.524865  0.35
H -20.156513 -19.788407 27.513914  0.41
H -20.359772 -21.292681 26.612408  0.24
H -20.984747 -19.877244 25.956661  0.22
C -15.092526 -17.928369 16.591300  -0.19
N -14.772246 -16.484438 16.394205  0.35
C -14.450854 -15.700874 17.425164  -0.31
C -14.028738 -14.454978 17.160256  -0.96
C -14.013684 -13.958232 15.824666  1.02
C -14.360987 -14.821676 14.830806  -0.91
C -14.801073 -16.065645 15.135683  -0.25
C -13.489787 -12.590395 15.599172  0.60
C -12.455850 -12.357097 14.624946  -0.76
C -11.969585 -11.095182 14.379789  -0.27
N -12.450858 -10.081291 15.118678  -0.05
C -13.432711 -10.264858 16.044339  -0.17
C -13.923762 -11.497473 16.308799  -0.79
C -11.893705 -8.683064 14.838019  -0.88
H -15.814102 -18.211727 15.839786  -0.17
H -15.515660 -18.001910 17.574475  -0.21
H -14.177252 -18.498839 16.525737  0.39
H -14.552625 -16.112387 18.421106  0.53
H -13.777673 -13.849089 18.035611  0.58
H -14.223638 -14.545292 13.776638  0.61
H -15.138979 -16.752009 14.340671  0.66
H -12.123893 -13.182956 14.011399  0.53
H -11.178405 -10.907173 13.653284  0.48
H -13.754773 -9.420155 16.643709  0.40
H -14.693866 -11.520312 17.056858  0.51
H -11.895366 -8.655020 13.769986  0.41
H -10.940859 -8.598475 15.338602  0.35
H -12.548552 -7.978426 15.321156  0.33
O -22.785073 -19.218831 22.695017  -0.38
C -22.142006 -18.187136 23.193725  0.74
O -22.539331 -16.997403 22.668580  -0.36
O -21.276381 -18.339050 23.983990  -0.46
H -22.697445 -20.105644 23.077121  0.26
O -21.290001 -22.545315 23.562018  -0.53
C -21.420498 -23.507202 22.471248  0.66
O -20.439571 -23.377997 21.669451  -0.55
O -22.427424 -24.307240 22.568000  -0.68
H -20.502153 -22.037179 23.441204  0.21
O -13.403898 -20.902605 17.837511  -0.25
C -13.672895 -20.967253 19.116105  -0.08
O -12.975446 -21.672797 19.795402  -0.71
O -14.642806 -20.281749 19.591354  -0.05
H -12.637481 -21.270284 17.454400  0.33
O -17.449548 -19.000152 14.375797  -0.40
C -17.988958 -17.652812 14.059251  0.66
O -19.201011 -17.679848 13.781906  -0.63
O -17.095311 -16.715966 13.962945  -0.63
H -17.573231 -19.675061 13.748410  0.24
O -17.156847 -13.290101 21.360516  -0.49
C -17.111089 -14.584127 21.313466  0.42
O -16.528811 -15.153661 20.397955  -0.30
O -17.619368 -15.207205 22.308600  -0.35
H -16.742742 -12.933339 20.573404  0.32

Cartesian forces, eV/Å:
C -0.9 -0.3 0.7
C 1.7 0.8 0.6
C -1.7 1.2 0.5
N 1.1 1.2 -3.2
C 1.0 -0.2 0.4
C 0.8 0.1 -0.3
C -0.5 -0.5 0.9
C 0.2 0.2 -0.4
C 0.6 -1.4 0.0
C -0.4 0.1 2.1
H 0.2 -0.2 -0.2
H 0.3 -0.2 0.3
H -0.3 0.0 -0.5
H -0.4 0.0 -0.7
H 0.1 0.0 -0.1
H 0.1 -0.2 0.2
H -0.2 -0.7 -0.5
H -0.4 -0.3 0.0
H -0.4 0.0 -0.4
H -0.7 0.4 -0.1
H 0.1 -0.7 0.0
H 0.0 0.2 0.2
H -0.2 -0.1 -0.6
H 0.0 0.1 -0.2
H 0.0 0.2 0.1
H -0.2 0.2 0.6
H 0.0 0.1 0.6
H 0.0 -0.1 0.1
H -0.3 0.1 0.0
H 0.1 -0.2 -0.4
C 0.1 0.9 0.4
C -0.8 0.1 -1.1
C 0.1 -2.1 -1.2
N 0.4 1.3 2.1
C -0.9 0.4 -1.1
C -0.6 0.5 1.4
C 0.8 -1.0 -0.4
C -0.8 0.3 1.0
C -0.3 -0.5 -0.4
C 0.4 0.0 -0.2
H -0.1 -0.2 0.1
H 0.1 -0.1 0.0
H 0.4 0.3 0.4
H 0.5 -0.1 0.0
H 0.1 0.2 0.0
H -0.5 -0.1 -0.7
H -0.6 -0.2 -0.1
H 0.1 0.1 0.1
H -0.1 0.0 0.5
H 0.1 0.1 -0.3
H 0.4 0.1 -0.3
H 0.3 0.0 -0.4
H -0.3 -0.6 -0.3
H 0.7 0.2 -0.3
H 0.0 0.0 0.4
H -0.3 0.5 0.3
H 0.2 0.1 0.2
H 1.1 -0.9 0.1
H -0.3 0.0 -0.2
H -0.3 0.4 -0.1
C -0.3 -0.5 -0.9
C 1.1 0.0 -0.1
C -0.3 2.1 2.5
N 1.5 -1.7 -0.5
C 1.1 0.2 1.6
C -0.3 -1.2 -0.7
C -0.3 0.9 1.3
C -0.7 0.0 0.0
C -1.0 -0.8 -2.2
C -0.4 1.0 0.6
H 0.2 -0.6 0.2
H 0.1 0.5 0.3
H -0.6 -0.2 -0.2
H 0.0 0.7 -0.1
H 0.1 0.3 0.0
H -0.5 -0.1 -0.5
H -0.3 -0.3 0.6
H -0.7 -0.3 -0.4
H 0.0 0.2 -0.6
H 0.3 0.0 -0.1
H 0.1 0.1 0.2
H 0.1 0.0 -0.3
H -0.1 -0.2 -0.6
H 0.3 -0.3 -0.4
H 0.2 0.1 0.3
H -0.2 0.3 0.5
H 0.0 -0.4 0.2
H 0.3 0.0 -0.4
H -0.1 -0.1 0.3
H 0.2 0.0 -0.6
C 0.7 -0.8 0.5
C -0.6 0.4 0.4
C 1.1 -0.8 -0.9
N -0.8 -1.1 1.9
C 0.4 1.2 -0.4
C -0.3 0.0 -0.4
C -1.3 -1.1 0.6
C 0.6 -0.2 -1.0
C -0.7 0.3 -2.0
C 0.2 0.0 -1.5
H 0.1 0.4 -0.5
H 0.0 0.4 0.5
H -0.7 0.0 -0.3
H 0.2 -0.2 0.0
H 0.0 -0.1 -0.2
H 0.0 -0.2 0.0
H 0.3 0.3 0.1
H 0.0 -0.2 0.5
H -0.3 -0.2 0.6
H 0.1 0.0 -0.4
H 0.8 0.1 0.0
H -0.3 0.1 0.0
H 0.4 0.2 -0.4
H -0.1 -0.2 0.1
H -0.2 -0.1 0.4
H 0.4 0.2 0.5
H -0.3 0.6 0.8
H 0.1 0.4 0.8
H 0.0 -0.3 0.0
H 0.0 0.6 0.4
C 0.1 0.8 0.0
C -0.9 -1.8 -1.4
O 0.2 0.0 0.0
N -0.4 2.1 3.3
H 0.3 -0.8 -0.1
H -0.2 -0.5 -0.2
C 0.8 -0.2 -0.2
H 0.1 -0.1 0.1
H -0.4 0.6 -0.1
H -0.3 0.4 -0.4
H -0.6 -0.4 -0.2
H 0.1 0.0 -0.4
H 0.2 0.4 -0.1
C 0.1 -0.2 -0.7
C 1.6 3.4 -1.7
O -0.5 -0.9 2.6
N -1.9 -1.4 -0.9
H 0.0 0.0 -0.6
H 1.9 1.3 0.8
C 1.5 -0.8 0.8
H 0.4 -0.7 0.3
H -0.7 0.5 0.7
H -0.5 0.0 0.0
H -0.3 -0.1 0.1
H -0.8 -0.2 -0.6
H 0.1 0.1 -0.2
C -0.1 0.2 0.6
C 0.4 1.0 -0.5
O -0.1 -0.2 0.1
N -0.5 0.2 0.1
H 0.4 -0.1 -0.3
H 0.0 0.1 -0.1
C 0.4 -2.0 1.9
H 0.1 0.0 -0.4
H 0.0 -0.2 0.2
H 0.0 -0.1 -0.4
H -0.6 0.4 -0.6
H 0.0 0.2 -0.7
H 0.1 0.2 0.0
C 0.1 0.6 -0.4
C -2.8 -2.4 -2.7
O 3.6 1.4 1.8
N 0.0 0.4 0.6
H 0.2 0.2 -0.1
H -0.3 0.4 -0.4
C -1.3 -0.3 -0.1
H -0.1 0.3 0.7
H -0.4 -0.3 0.6
H 0.2 -0.1 -0.2
H 0.2 -0.1 0.6
H 0.0 0.1 -0.3
H 0.4 -0.3 -0.5
C -0.4 -0.1 0.5
N 1.5 0.9 0.5
C -0.6 0.2 -0.6
C 1.0 0.4 -0.2
C -0.4 -2.1 0.2
C 1.0 0.2 -0.6
C 0.3 0.5 -0.8
C 0.2 -0.3 -0.9
C 0.4 0.8 0.4
C 0.5 -1.1 -0.7
N -1.2 1.1 1.3
C -1.0 -0.5 -0.1
C -1.1 0.5 0.9
C 0.4 0.0 -0.3
H -0.3 -0.2 -0.3
H -0.4 -0.1 0.6
H -0.4 -0.4 -0.1
H 0.1 -0.2 -0.1
H -0.2 -0.1 0.2
H -0.2 0.3 0.4
H -0.4 -0.3 0.2
H -0.5 0.3 0.0
H 0.1 -0.5 0.0
H 0.1 0.1 -0.1
H 0.2 0.2 0.0
H 0.3 0.2 0.1
H 0.7 -0.4 0.0
H -0.1 0.7 -0.5
C -0.1 0.8 0.3
N -0.9 -1.7 -0.6
C -0.1 -0.7 0.0
C -0.2 2.0 0.2
C 0.9 0.1 2.0
C 0.5 1.4 -1.7
C 0.3 -1.3 -0.8
C 1.6 0.1 -1.7
C -1.5 -0.9 0.5
C -0.2 -0.4 0.7
N -0.3 1.1 0.4
C 1.6 1.1 -0.6
C -0.7 -0.4 0.3
C -0.7 -1.4 1.0
H -0.2 -0.2 -0.3
H -0.1 -0.4 0.5
H 0.1 -0.2 0.0
H 0.1 0.0 -0.1
H 0.1 0.1 -0.6
H -0.4 -0.1 0.5
H 0.2 0.2 0.7
H 0.2 0.0 0.1
H -0.3 0.2 0.2
H 0.2 0.2 -0.4
H -0.2 -0.4 0.2
H 0.3 0.7 -0.5
H 0.5 -0.1 -0.3
H -0.4 0.3 -0.3
O -1.9 -0.6 -1.8
C -1.4 1.7 -1.4
O -0.5 -3.1 0.1
O 2.6 0.3 2.1
H 0.6 0.3 0.5
O -1.8 -0.7 0.4
C -1.6 -1.4 0.4
O -1.1 -0.6 0.4
O 4.1 3.0 -0.5
H 0.9 0.2 -0.7
O -2.5 2.2 -3.1
C -2.2 1.5 2.0
O 2.6 -2.6 2.3
O 0.3 0.1 -1.4
H 1.6 -1.1 0.4
O 1.2 2.8 2.3
C 0.2 -0.7 -2.5
O 1.6 1.0 1.1
O -2.2 -2.1 1.2
H -0.9 -0.8 -1.7
O -0.9 2.3 0.7
C 1.7 -2.4 -0.9
O 0.1 -0.2 -0.5
O 0.0 -0.2 0.7
H 0.2 0.1 -0.3